Entry 1:
This record from the OMol25 dataset describes a molecular structure, C5H9O at a distorted geometry. The level of theory is wB97M-V/def2-TZVPD.

Results
- LUMO level: 2.57 eV
- Multiplicity: 1
- Total energy: -270.91010 hartree
- Kohn-Sham gap: 4.87 eV
- Total charge: -1

CARTESIAN COORDINATES (ANGSTROEM)
C -1.319341 0.877844 0.379860
O -4.207511 -0.768568 -0.946004
C -0.026349 0.186892 0.371264
C 1.288787 0.822149 0.665291
C 2.470649 0.177753 0.548715
C 2.609113 -0.856102 -0.411975
H -1.548599 1.597274 1.290793
H -4.935020 -0.961073 -1.590604
H 0.078373 -0.958522 0.513388
H -1.615483 1.538171 -0.458875
H 0.687155 0.514533 -0.551887
H -2.236287 0.312400 0.442449
H 3.430460 0.197502 1.165308
H 3.411656 -1.578147 -0.186340
H 1.912391 -1.102106 -1.231380

Atomic forces in eV per Å
C -2.774 2.953 1.471
O -0.708 -0.130 -0.693
C 4.181 -1.071 1.518
C -4.011 3.089 0.190
C 2.551 -5.548 -1.815
C 0.644 0.456 1.683
H 1.370 -1.289 -1.406
H 0.919 0.251 0.824
H -0.730 1.576 -0.562
H 0.947 -0.431 0.006
H -0.856 -0.218 -0.376
H 0.086 -1.345 -0.340
H -1.918 0.662 -0.268
H -0.026 0.662 -0.849
H 0.326 0.383 0.617

***

Entry 2:
This record from the OMol25 dataset describes a gas-phase ion, C4H14N3 (charge +1) at a distorted geometry. The level of theory is wB97M-V/def2-TZVPD.

Results
- LUMO level: -2.82 eV
- Multiplicity: 1
- Total energy: -324.84465 hartree
- Kohn-Sham gap: 10.83 eV
- Total charge: +1

CARTESIAN COORDINATES (ANGSTROEM)
N 0.769073 -1.266401 2.022918
C -0.015360 -0.032032 2.139112
C -0.794659 0.211042 0.870348
C 0.071323 0.632384 -0.307863
N 1.120560 -0.442063 -0.537281
C -0.785183 0.786207 -1.611597
N -0.161924 0.236746 -2.781994
H 0.167824 -2.046624 1.772944
H 1.173813 -1.550867 2.909444
H -0.659647 0.018504 3.020063
H 0.682660 0.783822 2.362022
H -1.483531 -0.591902 0.611373
H -1.453494 1.052905 1.054218
H 0.604268 1.555382 -0.108567
H 1.907342 -0.117561 -1.090715
H 1.406183 -0.787712 0.406659
H 0.678278 -1.239553 -0.998237
H -1.765538 0.361997 -1.412464
H -1.039226 1.842994 -1.651651
H 0.385102 0.885261 -3.324691
H -0.807864 -0.292528 -3.344040

Atomic forces in eV per Å
N -0.015 -0.468 0.078
C 0.185 0.155 0.912
C 0.107 1.074 0.078
C -0.393 -0.893 -0.928
N -0.407 0.138 0.429
C -0.071 0.732 0.981
N 0.066 -0.417 0.292
H -0.170 0.041 0.046
H 0.211 0.262 -0.069
H -0.325 -0.473 -0.125
H 0.060 0.026 -0.487
H 0.234 -0.401 -0.034
H -0.217 0.268 0.031
H 0.190 0.001 0.212
H -0.057 -0.109 -0.193
H 0.255 -0.091 0.249
H 0.205 0.203 -0.397
H 0.040 -0.626 -0.215
H 0.227 0.339 -0.387
H -0.224 0.080 -0.187
H 0.098 0.160 -0.285

***

Entry 3:
This record from the OMol25 dataset describes CH4FOP in the gas phase at a distorted geometry. The level of theory is wB97M-V/def2-TZVPD.

Results
- LUMO level (spin up / spin down): 0.70 / -3.41 eV
- Multiplicity: 3
- Total energy: -556.76306 hartree
- Kohn-Sham gap (spin up / spin down): 7.06 / 6.96 eV

CARTESIAN COORDINATES (ANGSTROEM)
C 0.753698 -0.032259 0.487998
O 1.471149 0.221556 -0.637186
F -2.582375 0.837156 0.194330
P -1.018015 0.445107 -0.463430
H 0.842670 0.673770 1.262944
H 0.946806 -0.182962 -1.370291
H -1.360876 -0.922964 -0.465231
H 0.946940 -1.039404 0.990864

Atomic forces in eV per Å
C -0.039 -1.387 -0.389
O 1.789 -0.200 -1.571
F 0.224 -0.069 -1.340
P -1.910 -0.434 3.467
H 0.293 1.382 0.551
H 1.313 0.241 0.570
H -0.653 -0.103 -0.226
H -1.017 0.570 -1.062

***

Entry 4:
This record from the OMol25 dataset describes a molecular structure, C13H19ClErOSi at a distorted geometry. The level of theory is wB97M-V/def2-TZVPD.

Results
- LUMO level (spin up / spin down): 2.58 / 2.59 eV
- Multiplicity: 4
- Total energy: -2346.90981 hartree
- Kohn-Sham gap (spin up / spin down): 6.03 / 6.05 eV
- Total charge: -1

CARTESIAN COORDINATES (ANGSTROEM)
C 0.732583 0.392583 1.936898
C -0.630747 0.805935 2.056707
C -0.775607 1.976237 1.224210
H -1.390617 0.407364 2.718037
C 0.478135 2.259236 0.583565
C 1.386470 1.257700 1.036101
H 2.455482 1.258262 0.861375
H 1.185649 -0.392422 2.514023
H -1.686433 2.580926 1.157690
H 0.725482 3.098158 -0.055865
Er -0.575996 -0.009146 -0.298401
Cl -1.866731 -1.988034 0.172070
C -3.877638 0.113311 -1.187767
C -3.654151 1.464484 -1.549260
C -3.829851 2.257463 -0.386199
H -3.541639 1.852754 -2.563990
C -4.152056 1.393581 0.691771
C -4.194628 0.076065 0.192992
H -4.526490 -0.796853 0.761108
H -3.946499 -0.726870 -1.875214
H -3.872922 3.356044 -0.353446
H -4.471899 1.714666 1.693942
C 3.563114 -2.022961 0.995871
Si 2.832266 -1.637338 -0.742877
C 4.284195 -0.665796 -1.531157
C 3.120608 -3.277501 -1.745730
O 1.340318 -0.930646 -0.730897
H 4.559381 -2.456085 0.899852
H 2.962460 -2.745513 1.600619
H 3.668240 -1.120539 1.630124
H 5.258335 -1.196649 -1.674044
H 3.995954 -0.347620 -2.545617
H 4.546296 0.245865 -0.986614
H 2.572011 -4.160850 -1.377561
H 2.805209 -3.122068 -2.796369
H 4.183158 -3.601752 -1.813026

Atomic forces in eV per Å
C -0.708 0.650 0.020
C 0.673 1.447 -0.401
C -0.077 0.262 0.597
H 0.085 -0.051 -0.264
C -0.395 -1.089 1.059
C -0.019 0.740 0.551
H -0.183 -0.241 -0.356
H 0.110 -0.302 -0.177
H 0.407 -0.484 -0.182
H -0.175 -0.150 0.004
Er 0.635 -0.187 -0.490
Cl 0.147 -1.263 0.328
C -0.004 -0.226 0.267
C 0.299 0.479 0.118
C -0.273 0.265 0.141
H 0.071 -0.163 0.284
C -0.457 0.315 -0.311
C -0.260 0.148 -0.028
H 0.386 0.271 -0.256
H 0.158 0.137 0.157
H 0.261 -0.554 -0.020
H 0.349 -0.193 -0.457
C -0.968 0.035 0.591
Si 0.693 -0.552 0.241
C 0.119 0.563 -0.500
C -0.557 -0.178 -0.235
O 1.009 -0.776 -0.798
H 0.063 -0.008 -0.211
H 0.271 0.455 -0.501
H -0.082 -0.263 -0.354
H -0.940 -0.085 0.360
H 0.011 0.046 0.150
H -0.154 0.103 0.037
H -0.018 0.352 -0.072
H 0.009 -0.062 0.378
H -0.488 0.559 0.328